This record from the OMol25 dataset describes 10 unconnected molecules or ions with the total composition C24H39BrF2N10O2S. The level of theory is the ωB97M-V functional and the def2-TZVPD basis.

Its net charge is 0. Its LUMO energy is 0.234 eV. Its SMILES is CC[C@H](Br)N(C[C@H](C)F)S(=O)(=O)F.CC#N.CC#N.CC#N.CC#N.CC#N.CC#N.CC#N.CC#N.CC#N. The electronic energy is -130826.518 eV. The HOMO energy comes out at -9.9 eV.

Each atom is followed by the atoms it is bonded to, with distances in Å.
Element x y z (Å)
1 C 2.477 0.865 3.044  C2 1.534, H14 1.091, H15 1.084, H16 1.089
2 C 1.883 0.823 1.631  C1 1.534, C3 1.524, H17 1.085, H18 1.089
3 C 0.440 0.333 1.666  C2 1.524, Br4 1.986, N5 1.461, H19 1.088
4 Br -0.180 -0.038 -0.184  C3 1.986
5 N -0.496 1.167 2.415  C3 1.461, C6 1.478, S10 1.648
6 C -1.865 0.632 2.561  N5 1.478, C7 1.537, H20 1.093, H21 1.087
7 C -1.893 -0.713 3.305  C6 1.537, C8 1.527, F9 1.400, H22 1.088
8 C -2.279 -1.907 2.434  C7 1.527, H23 1.086, H24 1.092, H25 1.088
9 F -2.818 -0.588 4.349  C7 1.400
10 S -0.505 2.772 2.036  N5 1.648, O11 1.421, O12 1.421, F13 1.557
11 O -0.124 3.051 0.696  S10 1.421
12 O -1.683 3.375 2.557  S10 1.421
13 F 0.664 3.272 2.934  S10 1.557
14 H 3.414 1.424 3.036  C1 1.091
15 H 2.683 -0.144 3.384  C1 1.084
16 H 1.804 1.352 3.748  C1 1.089
17 H 2.410 0.061 1.068  C2 1.085
18 H 1.981 1.760 1.086  C2 1.089
19 H 0.474 -0.649 2.134  C3 1.088
20 H -2.389 0.575 1.604  C6 1.093
21 H -2.425 1.320 3.188  C6 1.087
22 H -0.912 -0.878 3.745  C7 1.088
23 H -1.637 -2.765 2.615  C8 1.086
24 H -3.313 -2.170 2.664  C8 1.092
25 H -2.242 -1.637 1.381  C8 1.088
26 C 1.049 5.483 -1.567  C27 1.459, H29 1.089, H30 1.089, H31 1.088
27 C 2.278 5.553 -2.350  C26 1.459, N28 1.147
28 N 3.242 5.608 -2.971  C27 1.147
29 H 0.739 6.488 -1.285  C26 1.089
30 H 0.262 5.014 -2.156  C26 1.089
31 H 1.208 4.895 -0.665  C26 1.088
32 C 2.514 -2.196 6.321  C33 1.457, H35 1.089, H36 1.088, H37 1.088
33 C 1.723 -2.097 5.102  C32 1.457, N34 1.146
34 N 1.126 -2.018 4.126  C33 1.146
35 H 2.986 -1.238 6.531  C32 1.089
36 H 1.873 -2.470 7.157  C32 1.088
37 H 3.286 -2.954 6.197  C32 1.088
38 C 4.119 -2.772 -0.674  C39 1.458, H41 1.084, H42 1.087, H43 1.086
39 C 3.708 -2.341 0.657  C38 1.458, N40 1.149
40 N 3.303 -2.006 1.678  C39 1.149
41 H 4.819 -3.596 -0.607  C38 1.084
42 H 3.242 -3.095 -1.230  C38 1.087
43 H 4.585 -1.948 -1.204  C38 1.086
44 C 1.179 -1.183 -3.979  C45 1.459, H47 1.088, H48 1.089, H49 1.088
45 C 2.569 -1.041 -3.560  C44 1.459, N46 1.147
46 N 3.654 -0.930 -3.206  C45 1.147
47 H 0.973 -2.222 -4.228  C44 1.088
48 H 0.521 -0.873 -3.168  C44 1.089
49 H 0.991 -0.561 -4.852  C44 1.088
50 C -3.005 -3.856 -1.772  C51 1.459, H53 1.084, H54 1.088, H55 1.089
51 C -1.780 -3.653 -1.007  C50 1.459, N52 1.148
52 N -0.833 -3.494 -0.378  C51 1.148
53 H -3.292 -2.924 -2.246  C50 1.084
54 H -2.855 -4.605 -2.546  C50 1.088
55 H -3.801 -4.183 -1.105  C50 1.089
56 C 7.727 -6.317 -1.663  C57 1.459, H59 1.088, H60 1.088, H61 1.088
57 C 6.734 -5.362 -2.143  C56 1.459, N58 1.148
58 N 5.955 -4.609 -2.521  C57 1.148
59 H 8.221 -5.921 -0.777  C56 1.088
60 H 7.243 -7.258 -1.412  C56 1.088
61 H 8.472 -6.494 -2.436  C56 1.088
62 C -1.495 7.298 -3.400  C63 1.459, H65 1.088, H66 1.089, H67 1.088
63 C -2.103 6.195 -4.137  C62 1.459, N64 1.147
64 N -2.578 5.326 -4.716  C63 1.147
65 H -1.499 7.071 -2.336  C62 1.088
66 H -0.468 7.444 -3.732  C62 1.089
67 H -2.059 8.213 -3.569  C62 1.088
68 C -6.404 -0.436 -2.999  C69 1.458, H71 1.085, H72 1.088, H73 1.088
69 C -5.467 -1.423 -3.524  C68 1.458, N70 1.148
70 N -4.684 -2.152 -3.939  C69 1.148
71 H -6.203 -0.265 -1.947  C68 1.085
72 H -6.293 0.501 -3.541  C68 1.088
73 H -7.427 -0.791 -3.106  C68 1.088
74 C -4.875 2.316 0.446  C75 1.460, H77 1.088, H78 1.088, H79 1.089
75 C -6.146 1.751 0.001  C74 1.460, N76 1.148
76 N -7.143 1.302 -0.349  C75 1.148
77 H -4.767 3.328 0.062  C74 1.088
78 H -4.843 2.340 1.534  C74 1.088
79 H -4.051 1.707 0.078  C74 1.089